(1)
Entry from the Open Molecules 2025 dataset: a molecular structure, C4H3I3 at a distorted geometry (ωB97M-V/def2-TZVPD).

As for the spin multiplicity: 1. As for the highest occupied orbital energy: -0.3223 hartree. The lowest unoccupied orbital energy is -0.0057 hartree. Its total energy is -28496.24539 eV. The calculation puts the energy relative to the best compared isomer or geometry (same formula, charge and spin) at 0.9 kJ/mol. The value obtained for the gap between HOMO and LUMO is 8.62 eV.

Each line ends with the Mulliken charge.
Geometry (Å):
I (-1.1601, -2.0677, 0.7033)  0.123
I (1.5963, -1.4043, 2.8110)  0.165
I (2.2723, 1.5398, 0.9862)  0.041
C (0.0437, 0.5637, -1.0060)  0.021
C (0.7941, 0.1546, 0.2712)  -0.046
C (0.5423, -0.8849, 1.0773)  -0.367
C (-1.2466, 0.4927, -1.0221)  -1.071
H (-1.6869, 0.4867, -0.0681)  0.506
H (-1.8097, 0.4414, -1.8866)  0.253
H (0.6544, 0.6780, -1.8661)  0.376

Forces on atoms 1 to 3 (eV/Å):
0.3 -0.8 0.4
-0.3 -0.1 -0.3
-0.3 -0.2 -0.7

(2)
Entry from the Open Molecules 2025 dataset: CH2FPS in the gas phase at a distorted geometry (ωB97M-V/def2-TZVPD).

As for the spin multiplicity: 1. As for the highest occupied orbital energy (alpha / beta): -0.3293 / -0.3302 hartree. The lowest unoccupied orbital energy (alpha / beta) is -0.0922 / -0.0927 hartree. Its total energy is -23907.62770 eV. The calculation puts the energy relative to the best compared isomer or geometry (same formula, charge and spin) at 300.2 kJ/mol. The value obtained for the gap between HOMO and LUMO (alpha / beta) is 6.45 / 6.46 eV. Its SMILES is FPC=S.

Each line ends with the Mulliken charge.
Geometry (Å):
S (1.9940, 0.0200, -0.4916)  -0.204
P (-0.8824, 0.6982, 0.1305)  0.195
F (-1.9974, -0.1908, -0.7056)  -0.284
C (0.3261, -0.4477, 0.6338)  -0.183
H (0.5747, -1.1897, 1.3782)  0.395
H (-0.0149, 1.1099, -0.9453)  0.080

Forces on atoms 1 to 3 (eV/Å):
-4.3 -1.5 3.6
-0.7 -0.2 -1.1
0.7 0.6 0.8